Record 1
A cluster of 2 separate species, C5H11P in total. Source: OMol25; level of theory: ωB97M-V with the def2-TZVPD basis set.

Geometry as XYZ:
```
17
C5H11P ωB97M-V with the def2-TZVPD basis set
C 0.658 1.615 1.312
C 1.097 0.825 0.344
P 1.067 -1.026 0.324
C 2.533 -1.393 -0.868
H 0.278 1.057 2.203
H 0.531 2.694 1.381
H 1.428 1.292 -0.640
H 1.730 -1.343 1.525
H 3.390 -1.809 -0.362
H 2.820 -0.574 -1.568
H 2.096 -2.137 -1.659
C -3.437 0.589 0.577
C -2.705 0.815 -0.482
H -4.470 1.012 0.714
H -2.976 0.102 1.504
H -1.619 0.633 -0.485
H -3.031 1.452 -1.339
```

Results
* LUMO: 1.13 eV
* net charge: 0
* energy above the lowest of the compared OMol25 structures with the same formula, charge and spin: 45.4 kcal/mol
* Kohn-Sham gap: 9.841 eV
* SMILES: C=CPC.C=C
* M: 102.1 g mol⁻¹

natural (NBO) population analysis, charges in e, atoms 1 to 8: atom 1 (C): -0.390, atom 2 (C): -0.493, atom 3 (P): 0.523, atom 4 (C): -0.908, atom 5 (H): 0.182, atom 6 (H): 0.214, atom 7 (H): 0.213, atom 8 (H): -0.031

=====

Record 2
An isolated molecule of C5H11P. Source: OMol25; level of theory: ωB97M-V with the def2-TZVPD basis set.

Geometry as XYZ:
```
17
C5H11P ωB97M-V with the def2-TZVPD basis set
C 2.292 0.608 -0.707
C 1.326 0.774 0.177
P -0.367 0.191 0.224
C -1.372 1.513 0.582
C -0.929 -0.480 -1.405
C -0.141 -1.538 1.258
H 3.269 1.089 -0.399
H 2.097 0.307 -1.754
H 1.388 1.462 0.963
H -2.322 1.270 0.525
H -1.090 2.166 1.466
H -1.100 0.325 -2.095
H -0.475 -1.382 -2.017
H -2.016 -0.843 -1.165
H 0.091 -2.370 0.661
H 0.565 -1.602 2.138
H -1.217 -1.491 1.549
```

Results
* LUMO: 0.88 eV
* net charge: 0
* energy above the lowest of the compared OMol25 structures with the same formula, charge and spin: 65.2 kcal/mol
* Kohn-Sham gap: 8.343 eV
* SMILES: C=CP(=C)(C)C
* M: 102.1 g mol⁻¹

natural (NBO) population analysis, charges in e, atoms 1 to 8: atom 1 (C): -0.361, atom 2 (C): -0.526, atom 3 (P): 1.445, atom 4 (C): -1.145, atom 5 (C): -0.987, atom 6 (C): -0.928, atom 7 (H): 0.207, atom 8 (H): 0.212

=====

Record 3
A structure of composition C5H12AsBeF6O9. Source: OMol25; level of theory: ωB97M-V with the def2-TZVPD basis set.

Geometry as XYZ:
```
34
C5H12AsBeF6O9 ωB97M-V with the def2-TZVPD basis set
Be -0.428 0.132 0.739
C -2.614 -1.166 2.246
O -2.509 -1.546 3.454
O -2.652 0.054 1.805
O -1.908 -1.972 1.493
C 1.074 -0.065 3.299
O 1.225 -0.960 2.380
O 0.465 1.015 2.998
O 0.839 -0.629 4.421
As 1.228 -3.549 -0.517
F 0.982 -3.758 1.290
F 2.096 -5.103 -0.526
F 1.542 -3.230 -2.249
F 0.185 -2.100 -0.401
F 2.647 -2.550 -0.212
F -0.242 -4.357 -1.118
C 0.925 2.339 -1.777
O 1.386 1.342 -0.850
H 1.401 3.309 -1.616
H 1.221 2.028 -2.783
H -0.160 2.363 -1.705
H 2.306 1.583 -0.710
C -0.370 -0.801 -2.997
O -1.182 -0.309 -1.920
H 0.579 -0.264 -2.912
H 0.018 -1.819 -2.971
H -0.772 -0.508 -3.969
H -2.080 -0.139 -2.213
C -0.574 3.634 1.330
O -1.399 2.555 0.937
H -0.804 3.982 2.336
H 0.454 3.286 1.227
H -0.550 4.420 0.564
H -2.330 2.784 0.927
```

Results
* LUMO: 6.21 eV
* net charge: -3
* energy above the lowest of the compared OMol25 structures with the same formula, charge and spin: 99.4 kcal/mol
* Kohn-Sham gap: 2.419 eV
* M: 414.1 g mol⁻¹

natural (NBO) population analysis, charges in e, atoms 1 to 8: atom 1 (Be): 1.414, atom 2 (C): 0.875, atom 3 (O): -0.799, atom 4 (O): -0.965, atom 5 (O): -0.849, atom 6 (C): 0.868, atom 7 (O): -0.823, atom 8 (O): -0.913

=====

Record 4
A cluster of 3 separate species, C5H12Br4O in total. Source: OMol25; level of theory: ωB97M-V with the def2-TZVPD basis set.

Geometry as XYZ:
```
22
C5H12Br4O ωB97M-V with the def2-TZVPD basis set
Br 2.553 1.930 0.184
C 4.388 2.234 0.757
C 4.999 0.871 1.105
Br 6.795 1.011 1.721
H 4.392 2.790 1.694
H 5.007 2.771 0.104
H 5.008 0.080 0.287
H 4.376 0.468 1.905
Br -0.388 -0.476 2.419
C -0.598 -0.974 0.542
C -0.572 0.196 -0.408
Br -1.986 1.475 -0.007
H -1.495 -1.445 0.309
H 0.259 -1.661 0.234
H -0.812 -0.123 -1.457
H 0.365 0.807 -0.502
C -5.071 -1.562 -1.625
O -6.005 -1.958 -0.647
H -4.371 -1.175 -0.967
H -4.615 -2.328 -2.333
H -5.428 -0.778 -2.210
H -6.798 -2.154 -1.107
```

Results
* LUMO: 0.58 eV
* net charge: 0
* Kohn-Sham gap: 10.608 eV
* SMILES: BrCCBr.BrCCBr.CO
* M: 407.8 g mol⁻¹

natural (NBO) population analysis, charges in e, atoms 1 to 8: atom 1 (Br): -0.002, atom 2 (C): -0.438, atom 3 (C): -0.479, atom 4 (Br): 0.018, atom 5 (H): 0.225, atom 6 (H): 0.221, atom 7 (H): 0.233, atom 8 (H): 0.224

=====

Record 5
The ion C5H12BrN2 with charge +1. Source: OMol25; level of theory: ωB97M-V with the def2-TZVPD basis set.

Geometry as XYZ:
```
20
C5H12BrN2 ωB97M-V with the def2-TZVPD basis set
C -1.699 -0.565 -2.290
N -0.955 0.131 -1.466
C 0.171 -0.439 -0.802
C 0.354 0.025 0.631
C 0.200 1.556 0.672
C 1.829 -0.436 1.062
N -0.507 -0.718 1.496
Br -2.383 -0.841 1.295
H -2.298 0.000 -2.852
H -1.491 -1.597 -2.617
H -1.294 1.036 -1.103
H 1.097 -0.217 -1.248
H 0.126 -1.611 -0.898
H 1.205 1.871 0.289
H 0.100 2.031 1.643
H -0.532 1.882 -0.018
H 1.758 -1.183 1.827
H 2.337 0.447 1.587
H 2.452 -0.985 0.301
H -0.471 -0.386 2.491
```

Results
* LUMO: -5.53 eV
* net charge: +1
* energy above the lowest of the compared OMol25 structures with the same formula, charge and spin: 82.2 kcal/mol
* Kohn-Sham gap: 7.165 eV
* SMILES: C=[NH+]CC(C)(C)NBr
* M: 180.1 g mol⁻¹

natural (NBO) population analysis, charges in e, atoms 1 to 8: atom 1 (C): 0.172, atom 2 (N): -0.384, atom 3 (C): -0.274, atom 4 (C): 0.083, atom 5 (C): -0.622, atom 6 (C): -0.622, atom 7 (N): -0.685, atom 8 (Br): 0.152

=====

Record 6
A cluster of 2 separate species, C5H12ClN2P in total. Source: OMol25; level of theory: ωB97M-V with the def2-TZVPD basis set.

Geometry as XYZ:
```
21
C5H12ClN2P ωB97M-V with the def2-TZVPD basis set
C -0.553 -0.258 0.028
C 1.120 -0.180 -1.834
C -0.644 -1.794 -1.756
C -1.323 1.101 1.851
C 0.810 1.807 0.683
N -0.012 -0.704 -1.093
N -0.333 0.902 0.730
P -0.630 -2.446 1.919
Cl 0.864 -1.485 2.715
H 1.415 0.891 -1.564
H 2.001 -0.759 -1.360
H 1.152 -0.288 -2.869
H -1.027 -2.485 -1.062
H -1.458 -1.458 -2.224
H -0.047 -2.285 -2.430
H -1.047 0.661 2.789
H -1.524 2.180 1.913
H -2.255 0.671 1.508
H 1.707 1.331 1.124
H 1.067 1.977 -0.365
H 0.717 2.622 1.297
```

Results
* LUMO (spin up / spin down): -0.23 / -0.20 eV
* net charge: 0
* energy above the lowest of the compared OMol25 structures with the same formula, charge and spin: 0.0 kcal/mol
* Kohn-Sham gap (spin up / spin down): 6.515 / 6.494 eV
* M: 166.6 g mol⁻¹

natural (NBO) population analysis, charges in e, atoms 1 to 8: atom 1 (C): 0.265, atom 2 (C): -0.434, atom 3 (C): -0.382, atom 4 (C): -0.390, atom 5 (C): -0.415, atom 6 (N): -0.445, atom 7 (N): -0.468, atom 8 (P): 0.147

=====

| no. | E (eV) |
| --- | --- |
| 1 | -14649.355 |
| 2 | -14648.497 |
| 3 | -101344.584 |
| 4 | -287595.874 |
| 5 | -78392.820 |
| 6 | -30166.188 |